{"formula": "C8H20N4P", "method": "ωB97M-V/def2-TZVPD", "elements": ["C", "C", "C", "C", "C", "C", "C", "C", "N", "N", "N", "N", "P", "H", "H", "H", "H", "H", "H", "H", "H", "H", "H", "H", "H", "H", "H", "H", "H", "H", "H", "H", "H"], "positions_angstrom": [[-2.51454, 0.44921, 2.46137], [1.61817, 1.13389, -2.32084], [1.45583, -1.09050, -0.19797], [1.60483, 0.12159, 0.73562], [-1.54055, -1.11891, 3.87429], [-0.24199, 0.39977, -3.79284], [-0.27875, -2.34357, -1.31501], [0.51784, 2.39594, 0.73412], [-1.73050, -0.53309, 2.54206], [0.40286, 0.73098, -2.48856], [0.04675, -1.20349, -0.53377], [0.49632, 0.97689, 0.25194], [-0.78043, 0.24613, -0.39877], [-2.99590, 0.98090, 3.27936], [-2.85211, 0.79971, 1.50250], [1.75852, 1.41290, -1.28896], [2.33029, 1.43005, -3.11824], [2.02228, -0.69734, -1.01264], [1.76300, -2.04913, 0.28456], [1.46971, -0.18335, 1.73570], [2.56661, 0.63326, 0.69423], [-1.90776, -0.37366, 4.60571], [-2.21207, -1.96478, 3.96438], [-0.45246, -1.35486, 3.93472], [-0.92396, -0.39554, -3.54512], [-0.71266, 1.19810, -4.36577], [0.55498, 0.07122, -4.44914], [-1.32577, -2.58213, -0.97411], [-0.27737, -2.09823, -2.37556], [0.48011, -3.13267, -1.05648], [0.74029, 2.31214, 1.85886], [1.33744, 2.98236, 0.21941], [-0.41899, 2.84620, 0.55492]], "forces_ev_per_angstrom": [[-0.30, -0.03, -0.04], [-2.64, 0.49, -1.14], [0.33, 0.50, 1.66], [-0.89, -0.58, -0.93], [0.48, 1.34, -0.40], [1.79, -0.10, 0.53], [-1.43, -0.90, 0.63], [1.94, -1.50, 1.27], [-0.50, -0.14, -0.27], [0.46, 1.22, -0.66], [0.30, 1.79, 1.28], [0.75, 1.91, 1.98], [1.48, -1.59, -1.32], [0.07, -0.23, 0.56], [0.24, 0.27, -0.62], [0.91, 0.04, -0.04], [-0.37, -0.62, 0.37], [0.64, -1.23, -1.29], [0.26, 0.86, -0.72], [-0.52, -0.01, 1.49], [-0.03, -0.01, -0.41], [0.64, -0.42, 0.19], [0.37, -0.48, -0.09], [-1.04, -0.13, 0.57], [-0.41, -0.18, -0.46], [-0.24, 0.37, 0.81], [0.01, -0.56, -0.33], [1.03, -0.65, -0.79], [0.17, -0.41, -0.17], [-1.19, 0.46, -0.50], [-0.40, 0.61, -1.61], [-0.88, -0.69, 0.57], [-1.02, 0.63, -0.10]], "homo_ev": -12.6, "orbital_gap_ev": 9.291, "lumo_ev": -3.29, "e_above_lowest_ev": 2.115, "charge": 1}

{"formula": "C8H20N5", "method": "ωB97M-V/def2-TZVPD", "elements": ["C", "C", "C", "C", "C", "C", "C", "C", "N", "N", "N", "N", "N", "H", "H", "H", "H", "H", "H", "H", "H", "H", "H", "H", "H", "H", "H", "H", "H", "H", "H", "H", "H"], "positions_angstrom": [[-2.63509, -1.25735, -0.52341], [-2.97002, 1.18189, -0.11306], [-3.44558, -2.29575, 0.31214], [4.76221, 0.43827, -1.05102], [4.22908, -0.30490, 0.20875], [2.69903, -0.46561, 0.05768], [1.79607, 0.58285, 0.75631], [-0.61949, 0.35727, 0.70851], [-1.21769, -0.86616, 0.02597], [-3.75462, 2.26997, -0.15381], [-3.39629, -0.00754, -0.50575], [0.50259, 0.78611, 0.12981], [-1.67897, 1.31353, 0.34406], [-3.05055, -3.22529, 0.41837], [-3.43441, -1.87564, 1.28381], [-4.35882, -2.49307, -0.22435], [4.52241, 1.53169, -0.97049], [5.75429, 0.37101, -0.98381], [4.40665, 0.07430, -1.98486], [4.71681, -1.26175, 0.36977], [4.66059, 0.19350, 1.19784], [2.52283, -0.61893, -0.97410], [2.40183, -1.46066, 0.49081], [2.31667, 1.53707, 0.66774], [1.83249, 0.40422, 1.82058], [-0.46948, 0.23250, 1.83223], [-0.78431, -1.74625, 0.19538], [-4.64628, 2.31780, -0.55364], [-3.14186, 3.15933, -0.17460], [-4.15185, 0.00251, -1.14203], [-2.44370, -1.55484, -1.56684], [0.62051, 0.47321, -0.82045], [-1.54504, 2.20667, 0.92246]], "forces_ev_per_angstrom": [[2.22, 1.03, 1.62], [2.11, -1.25, 0.67], [0.59, 2.73, -1.64], [-3.05, 1.42, 2.13], [0.47, 1.26, 1.00], [-0.14, -1.67, 2.76], [2.22, 0.89, -0.91], [-4.14, -2.88, -0.10], [-1.26, -1.32, -0.63], [3.81, 2.21, 0.66], [0.08, 0.12, -0.32], [3.13, 0.00, -0.36], [-2.07, 3.80, 2.11], [1.92, -2.66, -0.08], [-1.06, 0.41, 1.04], [-0.87, 0.46, 0.38], [0.01, -0.89, -0.19], [4.16, -0.13, -0.30], [-0.36, -0.53, -0.63], [-0.18, -0.44, -0.71], [-1.51, -0.31, -1.92], [-0.51, 0.42, -1.26], [0.23, 0.65, -0.22], [0.17, 0.17, -0.02], [-0.78, -0.29, 0.36], [-0.56, 0.30, -1.34], [0.83, -0.26, 0.42], [-1.22, -0.17, -0.65], [-1.98, -1.77, 0.04], [-1.06, 0.01, -0.43], [-0.30, 0.07, 0.39], [-0.62, 0.24, -0.40], [-0.28, -1.60, -1.45]], "smiles": "CCCCN[C@@H]1N[C@@H](C)NC(N)=[NH+]1", "homo_ev": -12.2, "orbital_gap_ev": 9.497, "lumo_ev": -2.75, "e_above_lowest_ev": 1.106, "charge": 1}

{"formula": "C8H20N7", "method": "ωB97M-V/def2-TZVPD", "elements": ["C", "C", "C", "C", "C", "C", "C", "C", "N", "N", "N", "N", "N", "N", "N", "H", "H", "H", "H", "H", "H", "H", "H", "H", "H", "H", "H", "H", "H", "H", "H", "H", "H", "H", "H"], "positions_angstrom": [[-2.22290, 1.18928, 2.15036], [0.48136, -1.05395, 3.36697], [-0.11056, 1.07147, 0.83638], [0.52363, -2.52392, -3.88791], [0.53952, 0.17596, -0.17474], [1.02255, -1.51826, -2.84201], [0.12852, 0.58522, -1.63928], [-0.24974, -0.63938, -2.51676], [-1.65315, -0.93335, 4.05728], [-0.75327, -1.42952, 3.43407], [-1.70491, 1.61848, 3.21525], [1.10582, -0.66643, 2.32424], [-1.47390, 0.90600, 1.01972], [0.07918, 3.09065, 2.05273], [0.60922, 2.02010, 1.34513], [-3.28857, 0.84864, 2.15035], [0.97100, -1.55437, 4.24823], [-0.33154, -2.92951, -3.54022], [0.39002, -2.25450, -4.90879], [1.32530, -3.35912, -3.95415], [0.19687, -0.75433, -0.04513], [1.64663, 0.27981, -0.08708], [1.80457, -0.89943, -3.16387], [1.21619, -1.92628, -1.80957], [0.84835, 1.15605, -2.09383], [-0.76949, 1.25093, -1.82453], [-0.49094, -0.13670, -3.42095], [-0.98905, -1.27711, -1.96092], [-2.49737, -1.45528, 3.94788], [-2.22967, 1.63672, 4.10443], [2.10583, -0.85563, 2.35475], [-1.75625, 0.35957, 0.20466], [0.76310, 3.69610, 2.56137], [-0.69985, 2.92449, 2.61078], [1.58318, 1.97569, 1.05052]], "forces_ev_per_angstrom": [[-1.88, -0.86, 1.28], [5.75, -0.80, 0.53], [0.05, 0.14, -0.01], [5.26, -1.37, 0.37], [0.87, 4.63, -1.77], [-3.51, -0.13, 1.32], [-3.07, -1.07, 0.57], [2.62, 0.33, 1.32], [-0.22, 1.96, 1.48], [-3.96, -1.80, -1.40], [0.37, 0.08, 0.48], [-0.60, -0.28, 0.43], [1.94, 0.20, -0.99], [3.48, 2.81, -1.43], [-1.18, 0.01, 0.45], [0.85, 0.24, -0.76], [0.18, 0.66, -0.49], [-2.88, -1.60, 1.02], [-0.07, 1.11, -0.59], [-1.41, 0.98, 0.08], [-0.74, -3.64, 0.85], [-0.92, -0.52, 0.04], [1.24, 0.79, -0.43], [0.56, -0.41, -1.38], [2.24, 1.10, -1.08], [0.59, -0.40, 1.37], [-1.35, -0.33, -1.00], [0.19, 0.70, -1.11], [-0.83, -1.15, -0.12], [-0.19, -0.03, -1.25], [-0.11, 0.38, 0.58], [-1.19, 0.20, 0.85], [-0.45, -1.24, -0.99], [-1.39, -1.29, 1.16], [-0.23, 0.62, 0.62]], "homo_ev": -12.3, "orbital_gap_ev": 9.098, "lumo_ev": -3.19, "e_above_lowest_ev": 3.455, "charge": 1}

{"formula": "C8H20O2", "method": "ωB97M-V/def2-TZVPD", "elements": ["O", "C", "C", "C", "C", "H", "H", "H", "H", "H", "H", "H", "H", "H", "H", "O", "C", "C", "C", "C", "H", "H", "H", "H", "H", "H", "H", "H", "H", "H"], "positions_angstrom": [[5.24754, -0.58660, 3.29036], [3.56951, -3.01850, 0.70664], [3.59129, -2.21296, 3.93452], [4.15100, -1.72364, 1.34580], [4.62077, -1.80496, 2.84650], [6.15454, -0.78441, 3.60439], [2.75426, -3.33946, 1.37669], [4.37217, -3.77419, 0.74212], [3.17891, -2.96825, -0.32366], [2.80331, -1.45546, 4.08246], [4.05115, -2.43769, 4.91157], [3.12546, -3.13370, 3.54483], [5.08292, -1.38936, 0.85060], [3.38352, -0.94313, 1.18072], [5.34860, -2.63456, 2.95560], [-4.46854, 3.66044, -1.48114], [-3.92243, 2.43836, -4.32937], [-4.13547, 1.48003, -0.60643], [-4.44915, 1.75081, -3.07017], [-3.90176, 2.39404, -1.77328], [-4.08617, 3.99363, -0.64258], [-4.04735, 3.53392, -4.35680], [-4.36763, 2.01051, -5.24334], [-2.84392, 2.20733, -4.32200], [-3.73242, 0.47897, -0.83455], [-5.21944, 1.38956, -0.42356], [-3.65340, 1.85219, 0.31320], [-5.54159, 1.90516, -3.16083], [-4.25479, 0.66413, -3.15260], [-2.81091, 2.44770, -1.96574]], "forces_ev_per_angstrom": [[0.68, -0.22, -0.40], [0.70, -0.16, 1.32], [-0.57, -0.05, -1.04], [0.10, 0.61, -0.01], [-0.22, -0.95, 1.17], [-0.94, 0.16, -0.40], [0.19, -0.18, -0.48], [-0.48, -0.05, -0.13], [0.33, 0.46, 0.51], [0.32, -0.22, -0.12], [0.03, 0.19, -0.55], [-0.10, 0.20, 0.47], [-0.58, -0.13, -0.17], [0.52, -0.01, 0.48], [0.04, 0.37, -0.66], [0.22, 0.45, -0.12], [1.02, -0.33, -0.11], [-0.14, -0.75, 0.53], [-1.47, 1.33, -0.60], [0.53, -1.13, -0.38], [-0.28, -0.41, -0.80], [-0.08, -0.49, 0.25], [0.19, 0.16, 0.36], [-0.15, 0.38, -0.54], [-0.13, 0.31, 0.26], [0.37, -0.01, -0.01], [-0.15, -0.13, -0.28], [0.20, -0.38, 0.73], [0.07, 0.60, 0.43], [-0.20, 0.40, 0.28]], "smiles": "CC[C@H](C)O.CC[C@H](C)O", "homo_ev": -10.2, "orbital_gap_ev": 11.101, "lumo_ev": 0.92, "e_above_lowest_ev": 1.436, "charge": 0}